#A
Entry from the OMol25 dataset: a cluster of 2 separate species, C3H12N2O in total (ωB97M-V/def2-TZVPD).

The value obtained for the HOMO energy is -8.80 eV. The value obtained for the molar mass is 92.14 g/mol. As for the charge: 0.

Element x y z (Å)
O 0.3038 -2.9798 0.4754
N -0.3858 1.5504 2.2807
N -0.4811 0.4510 -1.2640
C 0.2799 -0.5339 -2.1413
C 0.2435 1.0821 -0.1454
C -0.5326 0.5209 1.2313
H 0.0627 -0.3323 1.5859
H -0.8300 1.2478 -1.8839
H -0.4008 1.1417 3.2166
H -0.4122 -0.9134 -2.8408
H -1.1865 2.1972 2.3063
H 1.1628 -0.0690 -2.6812
H 0.3727 -2.3340 -0.2129
H 0.0054 2.2272 -0.1296
H 0.7351 -1.4880 -1.6706
H -1.4459 0.0774 0.9994
H 1.1751 -2.7869 0.9876
H 1.3339 0.9416 -0.1135



#B
Entry from the OMol25 dataset: a cluster of 2 separate species, C3H12N2O in total (ωB97M-V/def2-TZVPD).

The value obtained for the HOMO energy is -9.03 eV. The value obtained for the molar mass is 92.14 g/mol. As for the charge: 0.

Element x y z (Å)
O -3.2682 1.1399 1.1557
N 2.5541 -1.0262 0.5628
N -0.3831 -0.4465 0.6536
C 1.7113 -0.6980 -0.6008
C 0.5111 0.2221 -0.3200
C -0.1691 0.5687 -1.6428
H 0.3151 1.4205 -2.1232
H -0.9846 -1.0483 0.1030
H -0.9788 0.3013 1.0199
H -1.2075 0.8588 -1.4648
H 0.9075 1.1224 0.1576
H -4.0242 1.5224 0.7243
H 1.9782 -1.6210 1.1275
H 2.3625 -0.3049 -1.3833
H 2.6804 -0.1847 1.1151
H 1.2597 -1.6159 -0.9850
H -3.6754 0.3259 1.5007
H -0.1823 -0.2750 -2.3355



#C
Entry from the OMol25 dataset: a cluster of 3 separate species, C3H12N2O in total (ωB97M-V/def2-TZVPD).

The value obtained for the HOMO energy is -9.36 eV. The value obtained for the molar mass is 92.14 g/mol. As for the charge: 0.

Element x y z (Å)
O -1.3957 -2.4059 0.0459
N 0.8631 1.2950 -2.2499
N -1.7800 -0.4189 -1.1550
C 2.0436 1.8046 2.4342
C 1.2234 0.8561 2.0353
C -0.9069 -1.1254 -0.2732
H 2.1892 2.6407 1.7659
H 1.7103 1.1638 -1.7299
H -0.7307 -0.5546 0.6339
H -1.9549 -0.8743 -2.0336
H -2.2408 -2.5073 -0.4046
H -1.5873 0.5587 -1.2797
H 2.6135 1.8284 3.3465
H 0.3353 0.4700 -2.4911
H 1.0330 1.7653 -3.1323
H 0.1210 -1.2669 -0.6652
H 0.9124 -0.0923 2.4673
H 0.8794 0.9065 1.0047



#D
Entry from the OMol25 dataset: a cluster of 2 separate species, C3H12N2O in total (ωB97M-V/def2-TZVPD).

The value obtained for the HOMO energy is -8.84 eV. The value obtained for the molar mass is 92.14 g/mol. As for the charge: 0.

Element x y z (Å)
O -0.1136 2.6774 2.3505
N -0.8279 -1.0925 1.1837
N -0.2792 0.7619 -0.9450
C 0.4429 -0.4833 -0.7370
C -0.4159 -1.5890 -0.1666
C 1.0668 -0.9463 -2.0259
H 1.3096 -0.2142 -0.0010
H 0.4331 3.5032 2.2586
H 0.1321 -2.5529 -0.0614
H 0.4452 -0.9351 -2.9542
H 0.4857 2.1127 2.9978
H -0.8980 -0.0496 1.0758
H 1.7550 -0.1195 -2.2648
H 1.6846 -1.8183 -1.7517
H 0.4160 1.5280 -0.9376
H -1.7616 -1.4894 1.4950
H -0.6691 0.7931 -1.8891
H -1.2366 -1.7508 -0.8649



Which is most stable, and by how much? #B, by 69.2 kJ/mol.



#A
Entry from the OMol25 dataset: a cluster of 2 separate species, C3H12N2O in total (ωB97M-V/def2-TZVPD).

The value obtained for the HOMO energy is -9.68 eV. The value obtained for the molar mass is 92.14 g/mol. As for the charge: 0.

Element x y z (Å)
O -3.1860 -1.9144 -1.1464
N 1.8103 -0.6805 2.1452
N -1.1302 0.5710 -1.6602
C -0.1445 1.0228 -0.6457
C 1.4518 0.3029 1.1344
C 0.2478 -0.1231 0.3014
H 2.6465 -1.2013 1.8805
H 0.7054 1.4486 -1.2051
H -1.4831 1.3962 -2.1500
H -3.2589 -1.8876 -0.2070
H -0.6148 -0.3497 0.9168
H -2.5453 -1.1945 -1.3188
H -0.5588 0.2576 -2.4501
H 2.2824 -0.2255 2.9300
H -0.5186 1.8048 0.0255
H 1.4706 1.3412 1.4665
H 0.5677 -0.9099 -0.3839
H 2.2579 0.3413 0.3668



#B
Entry from the OMol25 dataset: a structure of composition C3H12N2O (ωB97M-V/def2-TZVPD).

The value obtained for the HOMO energy is -9.04 eV. The value obtained for the molar mass is 92.14 g/mol. As for the charge: 0.

Element x y z (Å)
O -0.4130 0.9143 -0.8227
N 1.7920 -0.7021 -1.5373
N 2.1659 0.4588 0.4870
C -1.4494 0.8316 0.1252
C 1.7012 -0.4958 -0.1952
C -2.1804 -0.5083 0.0879
H 2.2889 -0.0381 -2.1066
H 1.1119 0.2430 2.7105
H 2.6394 1.1735 -0.0635
H -0.9674 0.9821 1.0914
H -3.0961 -0.4517 0.6690
H -0.7922 0.7690 -1.6990
H -2.4361 -0.7707 -0.9366
H 1.4897 -1.5572 -1.9582
H -1.5488 -1.2965 0.4981
H 1.1778 -1.2837 0.3378
H 0.6876 0.0843 3.3511
H -2.1710 1.6476 -0.0387



#C
Entry from the OMol25 dataset: a cluster of 3 separate species, C3H12N2O in total (ωB97M-V/def2-TZVPD).

The value obtained for the HOMO energy is -9.86 eV. The value obtained for the molar mass is 92.14 g/mol. As for the charge: 0.

Element x y z (Å)
O -2.0342 0.4784 -0.5091
N 2.4290 -0.2922 4.5204
N -1.8074 -1.2093 1.1478
C -1.1446 -0.4328 0.1654
C 0.0610 0.8799 -3.1318
C 0.9265 0.2219 -3.8919
H 1.2837 0.6321 -4.8253
H 1.4012 -0.6643 -3.4957
H 2.8784 0.4123 5.0802
H -0.3189 0.3936 -2.2443
H -0.7407 -1.0650 -0.6252
H -1.7261 1.3886 -0.3798
H -0.3963 1.8434 -3.2937
H -0.3218 0.1096 0.6207
H 1.4312 -0.1454 4.4674
H -1.9592 -0.7390 2.0255
H 2.7389 -0.2698 3.5609
H -2.7008 -1.5419 0.8086



Which is most stable, and by how much? #A, by 72.0 kJ/mol.



#A
Entry from the OMol25 dataset: a cluster of 2 separate species, C3H12N2O in total (ωB97M-V/def2-TZVPD).

The value obtained for the HOMO energy is -9.19 eV. The value obtained for the molar mass is 92.14 g/mol. As for the charge: 0.

Element x y z (Å)
O 0.1325 3.2902 0.0704
N 0.5867 -0.1373 2.3341
N -0.4069 -2.0095 -2.1135
C -0.1374 -1.1508 0.1906
C -0.5202 -0.8152 -1.2412
C 0.3345 0.0946 0.9256
H 0.5039 -2.4273 -1.9629
H 1.3019 0.3424 0.4654
H 0.6617 0.7560 2.8183
H -1.5524 -0.4924 -1.3380
H -0.6657 3.2033 -0.4616
H -0.2874 0.9589 0.6821
H -0.2274 -0.5447 2.7877
H -0.9867 -1.5995 0.7158
H 0.7400 3.7502 -0.5212
H -0.4511 -1.6901 -3.0775
H 0.6668 -1.8856 0.1284
H 0.1240 -0.0115 -1.6107



#B
Entry from the OMol25 dataset: a cluster of 2 separate species, C3H12N2O in total (ωB97M-V/def2-TZVPD).

The value obtained for the HOMO energy is -9.00 eV. The value obtained for the molar mass is 92.14 g/mol. As for the charge: 0.

Element x y z (Å)
O -3.3585 -0.7119 -1.2584
N 1.3398 -0.3434 2.2027
N -0.3257 -0.8627 -0.1753
C 0.7110 0.9778 -1.3513
C 1.5839 0.3972 0.9085
C 0.3109 0.4262 0.0193
H 1.9363 -1.1636 2.1077
H -3.1803 -0.6230 -0.3082
H -1.2822 -0.7629 -0.4839
H 1.8272 1.4256 1.1745
H -0.3078 1.0944 0.6343
H 1.5491 0.3417 -1.6340
H 0.4282 -0.7671 2.1399
H 2.4504 -0.0644 0.4248
H -0.2704 -1.6792 0.4123
H 0.9441 2.0466 -1.3382
H -4.2921 -0.6973 -1.3606
H -0.0639 0.9659 -2.1140



Which is most stable, and by how much? #A, by 35.1 kJ/mol.